95
Properties=species:S:1:pos:R:3 method="wB97M-V/def2-TZVPD" total_energy_ha=-2996.7787 spin_multiplicity=3 orbital_gap_ev="8.073 / 5.409" total_charge=+2
Pd 2.56674 -0.30506 -1.01445
C 1.12771 4.46458 -2.79760
C 0.28032 3.37822 -2.19983
C -1.07982 3.37862 -2.24941
C -1.84080 2.32224 -1.68203
N -1.24517 1.33992 -1.06622
N 0.09692 1.34703 -1.01723
B 0.69640 0.17673 -0.18390
N -0.22097 -1.05053 -0.35640
N -1.08977 -1.30721 0.63118
C -2.03121 -2.18316 0.39303
C -2.13919 -2.79459 -0.88463
C -1.23759 -2.53987 -1.87397
C -1.29078 -3.16192 -3.24015
C -0.19857 -1.64812 -1.53839
S 1.12948 -1.31270 -2.59154
C -3.00885 -2.52660 1.50752
C -2.81779 -1.60743 2.71749
C -4.44467 -2.37580 0.97488
C -2.75581 -3.98979 1.92028
N 0.82747 0.60454 1.29847
N -0.18293 1.34616 1.76730
C -0.15186 1.68306 3.02896
C 0.91137 1.25495 3.86564
C 1.93534 0.50059 3.38032
C 3.09032 0.02718 4.21577
C 1.86284 0.18997 2.00629
S 3.09336 -0.72648 1.20522
C -1.27301 2.55209 3.57359
C -2.26518 2.91544 2.46906
C -0.65566 3.84022 4.14535
C -1.99491 1.78163 4.69177
C 0.87875 2.26458 -1.55987
S 2.59249 2.04590 -1.49285
C -3.36017 2.29706 -1.77921
C -3.93180 1.02680 -1.14400
C -3.75547 2.34670 -3.26388
C -3.91522 3.53430 -1.05416
H 0.51716 5.16419 -3.36679
H 1.89052 4.04731 -3.45769
H 1.64859 5.02182 -2.01319
H -1.58991 4.19115 -2.75340
H -2.95127 -3.48898 -1.07539
H -2.16251 -3.80618 -3.33910
H -0.39353 -3.75763 -3.43211
H -1.33632 -2.39067 -4.01419
H -2.94403 -0.55634 2.43771
H -1.82400 -1.72458 3.15736
H -3.56232 -1.85739 3.47641
H -4.60270 -1.39151 0.52168
H -5.14943 -2.48273 1.80267
H -4.69517 -3.14332 0.23601
H -1.75751 -4.11011 2.34888
H -2.85264 -4.67584 1.07308
H -3.48838 -4.28816 2.67404
H 0.92099 1.55368 4.90780
H 3.04097 0.44829 5.21758
H 4.04426 0.31099 3.76531
H 3.08273 -1.06384 4.29878
H -1.77915 3.51390 1.69087
H -3.08165 3.50126 2.89741
H -2.68654 2.02422 1.99353
H -0.07374 4.37334 3.38706
H -0.00790 3.64634 5.00608
H -1.45654 4.50153 4.48305
H -2.43347 0.85131 4.31632
H -2.80056 2.40133 5.09329
H -1.32429 1.53639 5.52182
H -3.61785 0.13458 -1.69734
H -5.02252 1.07752 -1.16676
H -3.60714 0.91294 -0.10534
H -3.33651 1.49806 -3.81425
H -3.42940 3.26985 -3.75203
H -4.84403 2.30006 -3.34917
H -3.57210 3.57540 -0.01551
H -5.00771 3.49488 -1.04864
H -3.62088 4.46341 -1.55254
C 5.49810 -4.23603 -1.44676
C 5.66272 -2.92068 -2.19497
C 5.22560 -3.08068 -3.64585
C 7.11198 -2.43375 -2.12295
N 4.74720 -1.95851 -1.50607
N 4.50604 -0.72154 -2.17553
H 6.17527 -4.98856 -1.85901
H 4.47073 -4.60185 -1.53169
H 5.73812 -4.11586 -0.38359
H 5.75018 -3.93114 -4.08222
H 5.47371 -2.20804 -4.25788
H 4.15088 -3.28654 -3.71748
H 7.76469 -3.06658 -2.72916
H 7.48204 -2.46105 -1.09242
H 7.20694 -1.40967 -2.50365
H 5.12130 -1.72857 -0.60080
H 4.27709 -0.92216 -3.13320
H 5.30158 -0.09455 -2.17250

***

78
Properties=species:S:1:pos:R:3 method="wB97M-V/def2-TZVPD" total_energy_ha=-2133.1291 orbital_gap_ev=2.520 de_lowest_kj_mol=84.7 total_charge=-2
Na -0.01664 0.68931 -1.22417
P -1.14074 2.34367 0.79588
O -0.21532 1.07361 0.98477
O -0.33785 3.65217 0.93474
O -2.34454 2.23190 1.74213
O -1.62628 2.24621 -0.72765
C -4.54916 1.32001 -4.76928
O -3.48136 0.43447 -4.88377
C -2.28031 0.99072 -4.34427
C -1.20461 -0.04851 -4.49087
N -0.03904 0.38677 -3.76725
C 1.12392 -0.48630 -3.79716
C 0.94683 -1.77964 -3.03313
O 0.93501 -1.59451 -1.63947
C 0.86917 -2.80503 -0.94251
H -5.35353 0.95206 -5.40631
H -4.26956 2.34676 -5.04162
H -4.91952 1.37550 -3.73381
H -2.42888 1.26622 -3.29253
H -2.03288 1.88682 -4.93137
H -0.97550 -0.24064 -5.55925
H -1.55402 -1.00233 -4.09183
H 0.19184 1.34685 -3.98198
H 1.98092 0.09054 -3.44320
H 1.37121 -0.76409 -4.84410
H 1.75325 -2.46985 -3.32779
H 0.00132 -2.25953 -3.32950
H 0.04748 -3.43357 -1.31106
H 0.66251 -2.55589 0.09746
H 1.81847 -3.35239 -1.00997
C 4.38187 5.08463 -2.68135
O 3.33370 4.71281 -1.85221
C 3.44931 3.37155 -1.40052
C 2.20137 3.00385 -0.61949
N 2.20330 1.60905 -0.16018
C 3.43314 1.16831 0.45726
C 3.73970 1.89021 1.74950
O 4.87796 1.26007 2.37885
C 4.94576 1.55203 3.73350
H 4.29529 4.63031 -3.68452
H 5.36278 4.77322 -2.28611
H 4.36095 6.17063 -2.77972
H 4.36756 3.27007 -0.79403
H 3.63248 2.69709 -2.26471
H 1.33292 3.15423 -1.26114
H 2.09692 3.71979 0.20301
H 1.36167 1.51952 0.47875
H 4.29127 1.29435 -0.21297
H 3.35531 0.10915 0.71529
H 2.86715 1.80058 2.40758
H 3.95847 2.95679 1.62877
H 5.18825 2.61084 3.92151
H 5.75375 0.96111 4.17966
H 4.01256 1.30383 4.25315
C -3.03151 -0.52666 -0.16190
O -2.77313 -1.36749 0.95107
C -3.75949 -1.25994 1.90773
C -3.45065 -2.24230 3.01757
N -2.25773 -1.87410 3.75832
C -2.15802 -2.48092 5.06983
C -2.22594 -3.99541 5.14917
O -1.02340 -4.55006 4.67053
C -1.10222 -5.94462 4.51749
H -2.16517 -0.53581 -0.81588
H -3.15183 0.52596 0.12326
H -3.91912 -0.90267 -0.71047
H -4.74942 -1.52966 1.48032
H -3.82411 -0.24512 2.32274
H -3.41688 -3.25865 2.57530
H -4.30054 -2.29819 3.71498
H -1.43309 -2.13505 3.22870
H -2.92121 -2.05438 5.73390
H -1.20842 -2.15673 5.51022
H -3.08636 -4.36791 4.56967
H -2.41345 -4.31886 6.19040
H -1.34088 -6.43207 5.47743
H -0.13355 -6.30096 4.17743
H -1.88954 -6.21375 3.80117

***

61
Properties=species:S:1:pos:R:3 method="wB97M-V/def2-TZVPD" total_energy_ha=-2458.5392 orbital_gap_ev=4.200 de_lowest_kj_mol=0.0 total_charge=-2
K 0.21808 -0.42267 -0.69508
O -0.49772 -2.68599 0.18180
C -0.99429 -3.70984 0.73340
C -0.99041 -4.98156 0.05462
C -1.52950 -6.12594 0.54544
C -2.20292 -6.12170 1.79663
C -2.22031 -4.93928 2.54342
C -1.61437 -3.73454 2.03527
C -1.69612 -2.71554 3.00606
N -1.30901 -1.45409 2.81813
N -1.53188 -0.54595 3.73739
C -0.99416 0.67987 3.35827
O -0.20200 0.85876 2.42449
C -1.46117 1.86057 4.12309
C -1.11327 3.12728 3.61913
C -1.60504 4.26580 4.24709
C -2.49098 4.14349 5.29426
C -2.90352 2.92161 5.76029
C -2.28779 1.74046 5.22362
H -0.33594 -4.92783 -0.82120
H -1.43582 -7.00822 -0.04662
H -2.73181 -6.98705 2.22356
H -2.75227 -4.96050 3.50369
H -2.20424 -2.96821 3.94539
H -0.43363 3.20634 2.76673
H -1.40274 5.26358 3.91320
H -2.82626 5.06367 5.77092
H -3.56065 2.85045 6.60309
H -2.58007 0.79759 5.64146
O -1.71369 1.51365 -1.31760
C -1.88380 2.10821 -2.36875
C -1.55423 1.72449 -3.71437
C -2.12458 2.35150 -4.82610
C -1.66239 2.03582 -6.12327
C -0.75732 0.99971 -6.42855
C -0.22541 0.29979 -5.39959
C -0.51918 0.63676 -3.99988
O 0.11006 0.06354 -3.09430
N -2.07833 3.02434 -7.08602
O -1.49410 3.03496 -8.19542
O -2.89331 3.85041 -6.70752
H -2.38902 3.11133 -2.28716
H -2.85758 3.16020 -4.64474
H -0.47795 0.76363 -7.45807
H 0.45971 -0.55606 -5.57644
C 6.03649 0.92687 -1.89026
N 4.98632 0.37663 -1.07369
C 5.27065 -0.77844 -0.39141
C 4.33699 -1.23382 0.47986
C 3.15104 -0.47017 0.61516
N 2.88024 0.65578 -0.00291
C 3.79729 1.15211 -0.87625
O 3.63651 2.17323 -1.52483
N 2.25158 -1.00911 1.52741
H 6.55815 1.67004 -1.25167
H 5.59647 1.40693 -2.73821
H 6.71121 0.13942 -2.25176
H 6.26116 -1.13392 -0.63095
H 4.40283 -2.11924 1.13027
H 2.43746 -1.90258 1.93857
H 1.43651 -0.46659 1.86090

***

19
Properties=species:S:1:pos:R:3 method="wB97M-V/def2-TZVPD" smiles="C=CC.C=CS.S" total_energy_ha=-993.9718 orbital_gap_ev=9.374 de_lowest_kj_mol=276.9
C 1.00326 0.77299 -1.42961
C -0.29585 0.88513 -1.21819
C -1.39649 0.25856 -1.98468
H 1.50405 0.35101 -2.27838
H 1.54684 1.34410 -0.75196
H -0.63088 1.18982 -0.19366
H -1.99604 1.06813 -2.35414
H -1.02744 -0.31459 -2.82563
H -2.06197 -0.39772 -1.45035
C -0.40410 -0.53948 3.28821
C -0.53393 0.25063 2.19216
S -2.19077 0.78136 1.84522
H -1.26315 -0.75550 3.78423
H 0.61455 -0.78059 3.46871
H 0.24537 0.67621 1.59577
H -2.66857 0.43338 3.00254
S 2.67766 -1.88021 -1.24744
H 3.38056 -0.70144 -1.52047
H 3.49689 -2.64178 -1.92232

***

75
Properties=species:S:1:pos:R:3 method="wB97M-V/def2-TZVPD" total_energy_ha=-4891.6666 spin_multiplicity=5 orbital_gap_ev="6.331 / 4.178" total_charge=+4
Ru 0.05833 0.99031 -0.84546
P 1.94405 1.41372 0.68757
P -1.58568 1.78532 0.24663
P 0.96189 1.79386 -2.63959
H 0.57855 -4.16622 0.18410
C 1.51968 -3.75173 -0.23098
C 2.25480 -2.75688 0.28547
H 1.86901 -2.16016 1.18164
C 2.01592 0.52409 2.31170
C 1.92971 3.21121 1.14216
C 3.64732 0.97926 0.11632
C -3.04301 0.68246 0.01108
C -1.38007 1.93477 2.06991
C -1.78847 3.44883 -0.45462
C 2.29175 0.76020 -3.32790
C 1.62833 3.46503 -2.37391
C -0.50964 1.89845 -3.70944
H 1.60931 -3.85160 -1.32541
H 2.97385 -2.29799 -0.42191
H 2.68709 -0.34640 2.25287
H 1.01919 0.15338 2.57533
H 2.37238 1.14680 3.14402
H 0.91017 3.49577 1.43226
H 2.24897 3.83993 0.30260
H 2.58660 3.43601 1.99505
H 3.59533 -0.04404 -0.28788
H 4.41197 0.95096 0.90198
H 4.06889 1.62819 -0.65525
H -3.99922 1.22545 0.15061
H -2.93473 -0.17214 0.72586
H -2.95801 0.20859 -0.98800
H -2.16461 2.58091 2.51198
H -0.36705 2.33275 2.26691
H -1.44754 0.89541 2.47029
H -2.58168 3.96995 0.10679
H -2.00766 3.31672 -1.53134
H -0.79516 3.92286 -0.31909
H 1.91800 0.25231 -4.23707
H 2.59492 -0.03016 -2.61572
H 3.14379 1.41951 -3.58547
H 1.51614 3.97657 -3.34532
H 2.68220 3.31779 -2.05244
H 1.01349 3.94175 -1.58763
H -0.53336 1.05605 -4.40320
H -0.42640 2.83126 -4.28985
H -1.48474 1.85907 -3.18355
C -0.64777 -2.23339 -3.57131
C -1.71559 -2.04488 -4.45007
C -1.85680 -2.87085 -5.57845
C -0.85934 -3.82919 -5.83218
C 0.18239 -4.06486 -4.92064
C 0.29042 -3.23656 -3.80774
S -0.26856 -0.96322 -2.06780
H -1.04295 -0.63423 -0.77902
H -2.39716 -1.21870 -4.22394
H -2.73797 -2.72742 -6.21774
H -0.91706 -4.39631 -6.77051
H 0.89655 -4.86968 -5.07345
H 1.14276 -3.33819 -3.14415
C -3.61754 -0.30417 4.09392
N -2.37596 -0.69780 4.67791
C -2.02000 -0.56109 5.99028
C -0.78610 -1.11984 6.16377
N -0.40946 -1.55105 4.90459
C 0.85500 -2.19485 4.63201
C -1.38310 -1.30572 3.96580
Se -1.33580 -1.79551 2.20096
H -3.60621 0.73555 3.80694
H -4.43995 -0.49039 4.76017
H -3.79142 -0.88634 3.20899
H -2.64806 -0.11403 6.71770
H -0.13045 -1.23094 6.99752
H 1.08921 -2.90831 5.42981
H 0.80073 -2.74228 3.68246
H 1.68561 -1.47390 4.54208

***

10
Properties=species:S:1:pos:R:3 method="wB97M-V/def2-TZVPD" smiles="N#CN(O)C(N)=O" total_energy_ha=-392.6826 orbital_gap_ev=10.394 de_lowest_kj_mol=291.2
N -3.90763 -0.30842 -0.11360
C -2.76680 -0.23430 -0.04150
N -1.43248 -0.16214 -0.09400
O -0.65622 -1.31408 0.22858
C -0.83732 1.10084 0.05034
N 0.51875 1.03012 -0.28768
O -1.40346 2.12237 0.21926
H -1.26180 -2.11326 -0.02942
H 0.94928 0.13101 -0.44767
H 0.98399 1.66646 0.21310

***

135
Properties=species:S:1:pos:R:3 method="wB97M-V/def2-TZVPD" total_energy_ha=-3521.7503 orbital_gap_ev=4.999 total_charge=-1
C -4.90149 0.13866 -3.97580
C -5.51952 -0.50633 -2.97820
C -6.47049 -1.62786 -3.11592
Nb -5.88345 -3.58365 -2.09634
C -7.76422 -4.61178 -2.98104
C -8.57570 -5.32555 -1.99687
O -9.00383 -4.88819 -0.96809
C -4.60212 -4.28223 -3.83861
C -3.19010 -3.66818 -3.97682
C -2.27012 -4.30676 -2.93985
S -0.74423 -3.44409 -2.42454
C -1.26143 -1.82751 -1.81835
S -1.82775 -0.68294 -2.80226
N -1.09196 -1.60465 -0.42149
C 0.27660 -1.84291 0.03487
C 1.22633 -0.73364 -0.45107
C 2.03845 -1.03397 -1.70873
C 3.03672 -2.20261 -1.53626
C 3.04499 -3.19574 -2.71257
C 3.35849 -4.66037 -2.31885
C 2.25057 -5.65713 -2.69107
C 2.79370 -7.04385 -3.03108
C -2.13493 -2.30451 0.37090
C -3.25829 -1.38500 0.84560
C -2.77046 -0.14472 1.59880
C -2.34016 1.03756 0.70286
C -3.26352 2.24598 0.84905
C -2.97012 3.38081 -0.14319
C -3.06887 2.96451 -1.61134
C -2.94361 4.15808 -2.57385
C -5.30723 -5.25570 -0.63503
C -5.05551 -6.60281 -1.29113
F -4.21428 -4.99043 0.24925
H -4.56922 1.16609 -3.88375
H -4.69591 -0.36948 -4.91538
H -5.29470 -0.18294 -1.96047
H -6.52600 -1.90362 -4.17990
H -7.45307 -1.30777 -2.76176
H -6.71399 -2.84478 -0.63704
H -4.43803 -2.60468 -1.58445
H -7.43292 -5.30014 -3.76462
H -8.35959 -3.80003 -3.41195
H -8.81013 -6.38210 -2.24216
H -4.52781 -5.37675 -3.91504
H -5.17657 -3.95047 -4.71943
H -2.76934 -3.88915 -4.96690
H -3.26020 -2.59270 -3.83300
H -1.84938 -5.22062 -3.37448
H -2.82006 -4.61234 -2.04686
H 0.65823 -2.83163 -0.26338
H 0.26177 -1.82993 1.12600
H 0.58198 0.13389 -0.62518
H 1.91660 -0.47355 0.35957
H 2.60131 -0.12786 -1.95891
H 1.38914 -1.22459 -2.56807
H 4.03779 -1.76521 -1.47769
H 2.82143 -2.72914 -0.60331
H 3.79266 -2.87105 -3.44264
H 2.08264 -3.17084 -3.22950
H 3.49749 -4.69688 -1.23449
H 4.29077 -4.97172 -2.79969
H 1.54345 -5.75188 -1.86217
H 1.67883 -5.28696 -3.54643
H 3.48477 -7.40677 -2.26543
H 3.31021 -7.03928 -3.99487
H 1.98513 -7.77579 -3.10441
H -1.64230 -2.72535 1.25352
H -2.54181 -3.15315 -0.18698
H -3.86510 -1.99340 1.52456
H -3.89205 -1.09838 0.00277
H -3.58561 0.21725 2.23655
H -1.95458 -0.40573 2.28347
H -1.30200 1.33002 0.89517
H -2.36840 0.69988 -0.33335
H -4.29721 1.92147 0.67905
H -3.16896 2.66371 1.85782
H -3.67231 4.20227 0.03825
H -1.95400 3.75669 0.04313
H -2.26799 2.25488 -1.83111
H -4.01255 2.44242 -1.79437
H -3.58236 4.02478 -3.44925
H -3.20176 5.10262 -2.08863
H -1.92446 4.25896 -2.95662
H -6.17472 -5.37544 0.02995
H -5.79667 -6.76821 -2.08151
H -4.07914 -6.62311 -1.78411
H -5.09229 -7.42732 -0.57261
C 7.63542 6.75527 -1.82131
C 7.93954 6.28070 -0.54985
C 7.03674 5.47755 0.12512
C 5.82078 5.15197 -0.46395
C 5.50834 5.64356 -1.73114
C 6.42336 6.43844 -2.41030
C 4.19206 5.34450 -2.37446
O 3.93307 5.77135 -3.47915
C 3.22065 4.51832 -1.60706
C 1.96924 4.26592 -2.15548
C 1.05377 3.49205 -1.46132
C 1.38617 2.96171 -0.22088
C 2.63064 3.20831 0.33291
C 3.55036 3.99308 -0.35338
C 4.86921 4.27035 0.27336
O 5.16525 3.80048 1.35395
H 8.34546 7.37698 -2.35087
H 8.88336 6.53790 -0.08709
H 7.26072 5.09752 1.11233
H 6.16942 6.80275 -3.39614
H 1.72441 4.68223 -3.12295
H 0.07685 3.29655 -1.88437
H 0.66814 2.35327 0.31190
H 2.89544 2.79950 1.29832
C 0.37388 2.41161 8.57649
C 1.20901 2.35509 9.68722
C 2.57646 2.51113 9.53829
C 3.11776 2.71573 8.27470
C 2.28095 2.75482 7.15844
C 0.90778 2.61060 7.31487
C 2.83554 2.93352 5.78386
O 2.10619 2.97470 4.81703
C 4.31535 3.05186 5.64596
C 4.85863 3.16599 4.37306
C 6.22827 3.28918 4.21660
C 7.05857 3.30138 5.33254
C 6.52266 3.18310 6.60456
C 5.14886 3.05113 6.76693
C 4.59368 2.89635 8.14088
O 5.31239 2.91184 9.11829
H -0.69524 2.29554 8.69614
H 0.78984 2.18932 10.67104
H 3.23834 2.47422 10.39247
H 0.27302 2.65196 6.44044
H 4.20958 3.15856 3.51050
H 6.64077 3.37499 3.22173
H 8.12921 3.40222 5.20840
H 7.15661 3.18813 7.48055